196
Properties=species:S:1:pos:R:3 method="wB97M-V/def2-TZVPD" homo_lumo_gap_ev=9.34 total_charge=+3 lumo_ev=-5.094
Zr -1.354 1.877 -1.889
P -0.118 0.201 1.149
F 0.961 -0.361 2.161
F -1.075 -1.121 1.182
F -1.129 0.807 2.188
F -1.364 0.811 -0.166
F 0.517 1.662 0.941
F 0.685 -0.288 -0.187
C 1.011 -3.067 3.737
C 2.535 -3.022 3.557
O 3.071 -4.359 3.433
O 0.301 -3.306 2.566
H 0.590 -2.117 4.138
H 0.842 -3.841 4.466
H 2.906 -2.447 4.475
H 2.878 -2.532 2.618
H 4.020 -4.246 3.389
H -0.625 -3.251 2.919
C -5.663 1.013 2.343
C -4.760 1.086 1.031
O -4.014 -0.139 0.819
O -4.826 0.800 3.426
H -6.368 0.207 2.151
H -6.105 2.005 2.533
H -4.130 1.920 1.220
H -5.344 1.306 0.137
H -4.510 -0.871 1.233
H -4.228 0.106 3.197
C -2.155 -7.395 1.314
C -3.362 -8.228 1.056
O -4.487 -7.433 1.468
O -2.221 -6.133 0.611
H -1.256 -7.888 0.953
H -2.135 -7.171 2.386
H -3.355 -9.113 1.728
H -3.493 -8.483 0.016
H -5.284 -7.890 1.532
H -2.979 -5.609 0.906
C 3.272 2.909 -6.510
C 3.861 1.668 -5.833
O 2.933 0.929 -5.066
O 2.912 3.872 -5.479
H 2.387 2.664 -7.126
H 4.091 3.329 -7.171
H 4.766 1.887 -5.282
H 4.102 1.050 -6.698
H 2.935 1.221 -4.122
H 2.824 4.724 -5.918
C -4.758 -4.163 -5.582
C -3.479 -4.699 -5.120
O -3.392 -4.462 -3.743
O -4.747 -2.791 -5.456
H -5.506 -4.672 -5.074
H -4.838 -4.519 -6.604
H -2.708 -4.185 -5.697
H -3.503 -5.755 -5.490
H -2.685 -4.970 -3.300
H -5.612 -2.396 -5.497
C 3.582 5.339 1.897
C 2.802 6.461 1.278
O 3.056 6.600 -0.135
O 3.323 4.189 1.179
H 3.485 5.153 2.973
H 4.617 5.608 1.636
H 3.056 7.412 1.776
H 1.739 6.366 1.474
H 3.603 7.376 -0.320
H 3.471 3.448 1.774
C -6.743 -2.489 3.801
C -6.204 -2.837 2.433
O -4.893 -2.402 2.280
O -5.963 -3.101 4.842
H -7.787 -2.796 3.879
H -6.585 -1.388 3.920
H -6.850 -2.326 1.681
H -6.316 -3.898 2.345
H -4.265 -2.802 2.957
H -6.514 -3.720 5.304
C -0.192 1.835 -4.671
C -0.178 0.440 -4.248
O -0.340 0.607 -2.755
O -1.447 2.504 -4.025
H -0.407 1.820 -5.749
H 0.676 2.457 -4.425
H 0.808 -0.001 -4.356
H -1.072 -0.071 -4.577
H 0.107 -3.048 -3.248
H -1.365 3.385 -4.384
C -1.873 8.151 -1.251
C -2.983 8.942 -0.606
O -3.798 7.953 0.086
O -2.328 7.257 -2.292
H -1.530 7.546 -0.477
H -0.992 8.720 -1.640
H -3.631 9.526 -1.320
H -2.482 9.509 0.160
H -4.254 8.444 0.784
H -2.404 7.715 -3.116
C 2.404 1.694 4.738
C 3.423 0.651 4.312
O 4.671 1.332 4.265
O 2.320 2.625 3.661
H 2.791 2.131 5.685
H 1.448 1.230 4.907
H 3.146 0.343 3.309
H 3.526 -0.178 5.027
H 4.504 2.282 4.226
H 1.626 2.301 3.093
C -2.633 -2.547 5.320
O -2.495 -3.291 4.378
N -3.553 -1.563 5.462
N -1.886 -2.603 6.448
H -3.639 -1.261 6.416
H -4.516 -1.691 5.084
H -1.285 -3.385 6.551
H -1.829 -1.953 7.162
C 0.824 4.408 -1.316
O -0.063 3.395 -1.369
N 0.388 5.638 -0.932
N 2.098 4.036 -1.499
H 1.049 6.436 -0.854
H -0.580 5.791 -1.086
H 2.819 4.704 -1.278
H 2.421 3.125 -1.810
C 2.885 -5.219 -0.153
O 2.380 -5.665 -1.228
N 2.991 -5.865 1.048
N 3.229 -3.881 -0.136
H 2.888 -5.413 1.937
H 2.621 -6.784 1.116
H 3.894 -3.504 0.480
H 2.931 -3.325 -0.950
C 2.910 -2.893 -3.654
O 1.967 -2.546 -2.882
N 3.442 -4.089 -3.553
N 3.210 -2.120 -4.763
H 2.897 -4.712 -2.952
H 3.873 -4.566 -4.373
H 2.988 -1.124 -4.716
H 4.173 -2.205 -5.077
C 3.896 1.070 -1.600
O 2.816 1.462 -2.148
N 3.904 0.134 -0.666
N 5.042 1.585 -2.080
H 2.992 -0.252 -0.453
H 4.681 -0.487 -0.599
H 4.978 2.333 -2.737
H 5.888 1.452 -1.600
C -3.378 4.511 -0.838
O -2.884 3.413 -1.198
N -3.093 5.044 0.325
N -4.177 5.072 -1.758
H -2.905 4.569 1.181
H -3.617 5.900 0.502
H -4.768 5.778 -1.350
H -4.417 4.622 -2.608
C -2.767 4.054 4.163
O -3.032 4.763 3.222
N -1.492 3.909 4.599
N -3.715 3.452 4.862
H -1.304 3.358 5.394
H -0.823 4.454 4.149
H -3.636 2.571 5.396
H -4.620 3.422 4.404
C 7.289 1.253 1.409
O 7.422 1.557 0.174
N 8.204 1.612 2.355
N 6.200 0.516 1.884
H 8.295 1.134 3.227
H 9.109 1.913 2.003
H 5.426 0.371 1.264
H 5.933 0.674 2.838
C 6.854 -2.404 -0.424
O 6.046 -1.600 -0.851
N 7.510 -3.288 -1.183
N 7.198 -2.560 0.907
H 8.036 -4.079 -0.927
H 7.447 -3.217 -2.200
H 8.116 -2.931 1.020
H 6.919 -1.688 1.371
C -3.360 -0.381 -2.871
O -3.045 0.847 -2.647
N -3.608 -0.814 -4.099
N -3.501 -1.209 -1.868
H -3.916 -1.746 -4.397
H -3.450 -0.126 -4.776
H -3.704 -2.186 -2.160
H -3.337 -0.939 -0.912
C -0.625 -4.299 -2.001
O -0.466 -3.970 -3.237
N -1.127 -5.535 -1.676
N -0.554 -3.355 -1.041
H -1.008 -6.207 -2.375
H -1.682 -5.806 -0.905
H -0.402 -3.788 -0.064
H 0.186 -2.690 -1.280